# C5H9NO

A cluster of 2 separate species, C5H9NO in total in a non-equilibrium geometry (ωB97M-V/def2-TZVPD, the Open Molecules 2025 dataset).

Geometry as XYZ:
```
16
Properties=species:S:1:pos:R:3:lowdin_charge:R:1
C -0.95129 1.55183 -0.59595 -0.0437
C -0.34049 0.48157 0.16511 -0.3490
C 0.70382 0.32296 1.05775 -0.1098
C 0.77163 -0.98774 1.58839 -0.1099
C -0.23700 -1.70080 1.02706 -0.1366
N -0.85610 -0.85605 0.08402 0.0250
H -2.07847 1.46346 -0.87755 0.1233
H -0.98975 2.41509 0.00048 0.0635
H -0.36901 1.61651 -1.45193 0.0364
H 1.45345 1.10557 1.05521 0.1119
H 1.57267 -1.35505 2.24037 0.1032
H -0.42388 -2.67976 1.19502 0.0667
H -1.94306 -1.08794 0.00082 0.1976
O 1.26739 0.31383 -1.95371 -0.1263
H 1.39677 -0.14603 -1.01432 0.0870
H 1.02330 -0.45744 -2.52080 0.0607
```

Values from the calculation:
**Net charge**: 0
**Relative energy (zero: lowest compared OMol25 entry of this formula, charge and spin)**: 2.196 eV
**E_HOMO**: -8.174 eV
**LUMO level**: 0.032 Eh
**Structure (SMILES)**: Cc1ccc[nH]1.O
**DFT total energy**: -325.85683 Eh
**Gap between HOMO and LUMO**: 9.0 eV

***

# C5H9NO

A structure of composition C5H9NO in a non-equilibrium geometry (ωB97M-V/def2-TZVPD, the Open Molecules 2025 dataset).

Geometry as XYZ:
```
16
Properties=species:S:1:pos:R:3:lowdin_charge:R:1
C -1.41815 -1.06884 -1.71532 -0.0399
C -0.22278 0.51347 0.21894 -0.0621
C 0.71883 -0.54962 -0.08729 -0.4674
O 1.45846 -0.53011 -1.05147 0.0059
C 1.20382 1.02190 1.06694 -0.1192
C 0.79244 1.16463 2.43432 -0.2480
N 0.33442 1.18669 3.49347 0.1515
H -1.47202 -2.06165 -1.25906 0.0473
H -2.13626 -0.41244 -1.21210 0.0336
H -1.64173 -1.08650 -2.77525 0.0332
H -1.12115 0.28768 0.82786 0.1319
H -0.48929 1.20447 -0.59273 0.1248
H 0.74437 -1.29298 0.73157 0.1536
H -0.38710 -0.73719 -1.67502 -0.0173
H 1.47186 1.91835 0.52480 0.1257
H 2.16428 0.44212 1.07035 0.1464
```

Values from the calculation:
**Net charge**: 0
**Relative energy (zero: lowest compared OMol25 entry of this formula, charge and spin)**: 3.669 eV
**E_HOMO**: -10.121 eV
**LUMO level**: 0.027 Eh
**DFT total energy**: -325.80271 Eh
**Gap between HOMO and LUMO**: 10.8 eV

***

# C5H9NO

A structure of composition C5H9NO in a non-equilibrium geometry (ωB97M-V/def2-TZVPD, the Open Molecules 2025 dataset).

Geometry as XYZ:
```
16
Properties=species:S:1:pos:R:3:lowdin_charge:R:1
C 0.57928 1.98590 0.47148 -0.0631
C 0.06084 0.64874 -0.07953 -0.4105
C 0.54060 -0.55718 0.71342 -0.0919
C -0.09010 -2.25249 -0.56704 -0.0912
O -0.65925 -1.65365 -1.62733 -0.0768
C -1.41281 0.64011 -0.12630 -0.2113
N -2.56862 0.58652 -0.16225 0.1620
H 1.67304 1.98439 0.46309 0.0826
H 0.24362 2.14337 1.50045 0.0863
H 0.23074 2.82504 -0.13885 0.0846
H 0.38711 0.53978 -1.12107 0.1417
H 1.62554 -0.66996 0.66962 0.0929
H 0.22424 -0.50312 1.76171 0.1028
H -0.18602 -1.70343 0.51538 0.0297
H 0.96476 -2.42795 -0.80506 0.0678
H -1.61295 -1.58605 -1.46773 0.0945
```

Values from the calculation:
**Net charge**: 0
**Relative energy (zero: lowest compared OMol25 entry of this formula, charge and spin)**: 4.801 eV
**E_HOMO**: -8.238 eV
**LUMO level**: 0.028 Eh
**DFT total energy**: -325.76113 Eh
**Gap between HOMO and LUMO**: 9.0 eV

***

# C5H9NO

An isolated molecule of C5H9NO (ωB97M-V/def2-TZVPD, the Open Molecules 2025 dataset).

Geometry as XYZ:
```
16
Properties=species:S:1:pos:R:3:lowdin_charge:R:1
C -2.14657 -0.16278 0.10478 -0.0717
C -0.70434 -0.54106 -0.27191 -0.3406
C -0.14424 -1.46334 0.72887 -0.2118
N 0.33502 -2.14707 1.52859 0.1601
C 0.17888 0.73398 -0.41828 -0.1440
C 1.59300 0.66396 0.13640 -0.2859
O 2.41919 0.02826 -0.81906 -0.0580
H -2.55148 0.54494 -0.62800 0.0846
H -2.16676 0.31867 1.08866 0.0880
H -2.79634 -1.04138 0.14040 0.0823
H -0.71607 -1.08575 -1.22361 0.1445
H 0.25360 0.98234 -1.48329 0.1245
H -0.33973 1.56613 0.07097 0.1146
H 1.59876 0.11370 1.08841 0.1042
H 1.93510 1.68750 0.34434 0.1166
H 3.25199 -0.19811 -0.38729 0.0927
```

Values from the calculation:
**Net charge**: 0
**Relative energy (zero: lowest compared OMol25 entry of this formula, charge and spin)**: 1.204 eV
**E_HOMO**: -10.550 eV
**LUMO level**: 0.034 Eh
**Structure (SMILES)**: C[C@H](C#N)CCO
**DFT total energy**: -325.89332 Eh
**Gap between HOMO and LUMO**: 11.5 eV

***

# C5H9NO

A structure of composition C5H9NO in a non-equilibrium geometry (ωB97M-V/def2-TZVPD, the Open Molecules 2025 dataset).

Geometry as XYZ:
```
16
Properties=species:S:1:pos:R:3:lowdin_charge:R:1
C 1.33852 -1.10562 0.10031 -0.0140
C 0.63345 0.22782 0.01261 -0.5715
O 1.61715 1.25340 0.08083 -0.0108
C -0.27411 0.46443 -1.24242 -0.1652
N -1.45237 0.91467 -0.57700 0.0604
C -1.70764 -0.10175 0.41319 -0.2731
C -0.49110 0.44400 1.00080 -0.0190
H 0.60459 -1.91585 0.03274 0.0831
H 1.88490 -1.18611 1.04333 0.0872
H 2.05075 -1.20686 -0.72458 0.0918
H 1.20246 2.00543 0.52808 0.1003
H -0.94965 -0.26833 -1.78600 0.1436
H 0.19690 1.10020 -2.00121 0.1202
H -1.71414 -1.16147 0.11412 0.1125
H -2.63242 0.17654 0.91213 0.1147
H -0.30730 0.35951 2.09307 0.1398
```

Values from the calculation:
**Net charge**: 0
**Relative energy (zero: lowest compared OMol25 entry of this formula, charge and spin)**: 5.001 eV
**E_HOMO (alpha / beta)**: -8.828 / -8.828 eV
**LUMO level (alpha / beta)**: 0.003 / 0.003 Eh
**DFT total energy**: -325.75379 Eh
**Gap between HOMO and LUMO (alpha / beta)**: 8.9 / 8.9 eV

***

# C5H9NO

An isolated molecule of C5H9NO in a non-equilibrium geometry (ωB97M-V/def2-TZVPD, the Open Molecules 2025 dataset).

Geometry as XYZ:
```
16
Properties=species:S:1:pos:R:3:lowdin_charge:R:1
C -0.43362 1.91638 -0.37950 -0.0168
C 0.10798 0.53040 -0.39826 -0.2834
C 1.51637 0.31432 0.08092 -0.0257
C -0.78186 -1.77347 1.22950 -0.0737
N -0.83823 -1.68241 -0.12020 -0.0184
C -0.69672 -0.56427 -0.80717 -0.4199
O -0.09993 -0.24532 -1.94532 0.0548
H 0.15892 2.50303 -1.08297 0.0934
H -0.34156 2.36395 0.61959 0.0974
H -1.48152 1.90940 -0.68013 0.0926
H 1.63269 0.67265 1.11329 0.0953
H 2.19055 0.89965 -0.54934 0.0918
H 1.81626 -0.73657 0.05292 0.0930
H -0.18385 -1.12217 1.86353 0.0365
H -1.46027 -2.48406 1.65570 0.0207
H -1.10521 -2.50149 -0.65257 0.1623
```

Values from the calculation:
**Net charge**: 0
**Relative energy (zero: lowest compared OMol25 entry of this formula, charge and spin)**: 5.220 eV
**E_HOMO (alpha / beta)**: -6.204 / -6.203 eV
**LUMO level (alpha / beta)**: 0.029 / 0.029 Eh
**DFT total energy**: -325.74571 Eh
**Gap between HOMO and LUMO (alpha / beta)**: 7.0 / 7.0 eV